Model a:
Density functional theory data (wB97M-V/def2-TZVPD) for a 2-piece molecular cluster, CH5PS overall.

XYZ file:
```
8
CH5PS, DFT wB97M-V/def2-TZVPD
C -0.31 0.17 -2.15
P 0.89 -0.03 2.94
S -0.50 0.07 -0.34
H -0.21 -0.82 -2.60
H 0.72 0.52 -2.04
H -0.90 0.78 -2.70
H -0.11 -0.88 2.74
H 0.42 0.20 4.17
```



Model b:
Density functional theory data (wB97M-V/def2-TZVPD) for a 2-piece molecular cluster, CH5PS overall.

XYZ file:
```
8
CH5PS, DFT wB97M-V/def2-TZVPD
C 1.15 -1.14 0.76
P -1.25 1.13 -0.30
S 0.41 0.82 -1.38
H 1.47 -2.08 0.35
H 1.66 -0.22 1.03
H 0.34 -1.51 1.36
H -1.48 2.43 -0.89
H -2.30 0.57 -0.94
```



Most favorable structure: model b. The second most favorable one is 1.7 kcal/mol above it.



Model a:
Density functional theory data (wB97M-V/def2-TZVPD) for a single C2H3ClS molecule.

Calculated values
SMILES: S=CCCl

XYZ file:
```
7
C2H3ClS, DFT wB97M-V/def2-TZVPD
S 1.15 -1.73 0.86
C 0.27 -0.37 0.77
C -0.19 0.21 -0.55
Cl -0.24 2.00 -0.62
H -0.14 0.11 1.65
H -1.22 -0.13 -0.74
H 0.38 -0.09 -1.37
```



Model b:
Density functional theory data (wB97M-V/def2-TZVPD) for a single C2H3ClS molecule.

Calculated values
SMILES: Cl[C@@H]1CS1

XYZ file:
```
7
C2H3ClS, DFT wB97M-V/def2-TZVPD
Cl 1.35 -1.18 2.01
C 0.05 -1.00 0.85
C -0.11 0.51 0.20
S -1.49 -0.14 1.24
H -0.22 -1.80 0.11
H 0.39 1.39 0.66
H -0.40 0.52 -0.89
```



Most favorable structure: model a. The second most favorable one is 10.7 kcal/mol above it.



Model a:
Density functional theory data (wB97M-V/def2-TZVPD) for a single C14H18N6OS2 molecule.

Calculated values
SMILES: Cn1c(CSc2ncccn2)nnc1SCC(=O)N1CCCC1

XYZ file:
```
41
C14H18N6OS2, DFT wB97M-V/def2-TZVPD
C -1.29 -1.49 -3.02
N -0.09 -0.83 -2.59
C 1.18 -1.35 -2.47
C 1.54 -2.75 -2.76
S 2.35 -3.54 -1.32
C 1.22 -3.15 -0.05
N 1.64 -3.41 1.18
C 0.81 -3.10 2.16
C -0.43 -2.53 1.93
C -0.77 -2.32 0.60
N 0.05 -2.63 -0.39
N 1.99 -0.44 -2.02
N 1.30 0.69 -1.82
C 0.06 0.45 -2.15
S -1.27 1.56 -2.02
C -0.38 3.02 -1.38
C -0.88 3.48 -0.02
O -1.44 4.55 0.10
N -0.64 2.67 1.02
C 0.07 1.40 1.03
C 0.20 1.03 2.51
C 0.09 2.38 3.22
C -0.95 3.11 2.37
H -1.20 -1.79 -4.06
H -2.12 -0.79 -2.92
H -1.46 -2.37 -2.40
H 2.28 -2.81 -3.55
H 0.66 -3.34 -3.02
H 1.17 -3.33 3.16
H -1.10 -2.28 2.74
H -1.72 -1.90 0.31
H 0.67 2.73 -1.36
H -0.55 3.83 -2.09
H -0.48 0.64 0.47
H 1.06 1.51 0.56
H 1.13 0.51 2.72
H -0.63 0.39 2.80
H -0.22 2.28 4.26
H 1.04 2.91 3.19
H -0.89 4.19 2.42
H -1.97 2.80 2.64
```



Model b:
Density functional theory data (wB97M-V/def2-TZVPD) for a single C14H18N6OS2 molecule.

Calculated values
SMILES: CC[C@H](C)Sc1nnc(CSc2nc3nc(C)cc(C)n3n2)o1

XYZ file:
```
41
C14H18N6OS2, DFT wB97M-V/def2-TZVPD
C -1.88 -2.52 0.72
C -2.88 -1.70 -0.08
C -3.72 -0.77 0.78
C -4.78 -0.04 -0.01
S -2.67 0.43 1.71
C -1.97 1.36 0.45
N -2.03 1.20 -0.84
N -1.30 2.20 -1.38
C -0.84 2.91 -0.41
C 0.00 4.12 -0.52
S 1.35 4.18 0.71
C 1.99 2.59 0.50
N 3.11 2.17 1.12
C 3.24 0.92 0.72
N 4.18 0.04 1.00
C 4.08 -1.15 0.45
C 5.15 -2.14 0.78
C 3.03 -1.50 -0.43
C 2.06 -0.59 -0.73
C 0.88 -0.82 -1.62
N 2.18 0.62 -0.15
N 1.40 1.69 -0.27
O -1.23 2.44 0.80
H -1.17 -1.87 1.24
H -1.32 -3.19 0.07
H -2.39 -3.12 1.47
H -3.56 -2.37 -0.60
H -2.37 -1.10 -0.84
H -4.18 -1.33 1.60
H -4.32 0.53 -0.82
H -5.34 0.65 0.63
H -5.48 -0.75 -0.44
H 0.41 4.17 -1.53
H -0.59 5.02 -0.32
H 5.85 -1.70 1.48
H 4.71 -3.03 1.22
H 5.68 -2.44 -0.12
H 3.00 -2.49 -0.86
H 0.04 -1.17 -1.03
H 0.58 0.12 -2.09
H 1.11 -1.57 -2.37
```



Most favorable structure: model a. The second most favorable one is 8.8 kcal/mol above it.



Model a:
Density functional theory data (wB97M-V/def2-TZVPD) for a 4-piece molecular cluster, H6IO3 overall.

Calculated values
Total charge: -1

XYZ file:
```
10
H6IO3, DFT wB97M-V/def2-TZVPD
I 0.54 0.23 0.25
O 3.81 -1.39 -0.25
H 3.89 -1.63 0.65
H 3.00 -0.96 -0.40
O -1.95 -0.33 -2.31
H -1.32 -0.20 -1.67
H -1.64 0.29 -2.96
O -2.42 1.21 2.14
H -1.61 0.75 1.92
H -2.29 2.02 2.63
```



Model b:
Density functional theory data (wB97M-V/def2-TZVPD) for a 4-piece molecular cluster, H6IO3 overall.

Calculated values
Total charge: -1

XYZ file:
```
10
H6IO3, DFT wB97M-V/def2-TZVPD
I 1.52 -0.96 -0.75
O 1.43 2.65 -0.12
H 1.48 1.70 -0.12
H 2.10 2.93 0.50
O -0.49 -0.48 2.22
H -1.27 -0.41 1.65
H 0.22 -0.70 1.62
O -1.82 -1.70 -2.00
H -2.25 -1.59 -1.15
H -0.92 -1.44 -1.84
```



Most favorable structure: model b. The second most favorable one is 7.5 kcal/mol above it.